Below is a molecular structure, C7H13N in a non-equilibrium geometry, with properties calculated with ωB97M-V/def2-TZVPD.

Element x y z (Å)
C1 -2.168 -0.079 -1.361
C2 -1.368 -0.216 0.775
N1 -2.142 0.401 -0.164
H1 -2.734 0.452 -2.118
H2 -1.829 -1.092 -1.612
H3 -0.264 0.213 -1.573
H4 -1.164 -1.286 0.644
H5 -1.597 0.064 1.799
C3 1.181 -0.259 1.619
C4 0.382 0.502 0.577
C5 0.763 0.024 -1.103
C6 0.388 1.861 0.649
C7 1.241 -1.273 -1.206
H6 1.428 0.785 -1.509
H7 2.247 -0.068 1.500
H8 1.027 -1.333 1.538
H9 0.890 0.056 2.623
H10 -0.158 2.459 -0.067
H11 0.954 2.389 1.405
H12 0.737 -2.106 -0.740
H13 2.187 -1.494 -1.678

Forces on the atoms, in the same order (eV/Å):
C -0.9 0.0 1.2
C 2.7 0.2 0.1
N -0.6 0.4 -1.9
H 0.1 0.1 -0.1
H 0.2 0.1 0.0
H 1.1 -0.1 0.6
H -0.1 0.0 0.0
H 0.0 -0.1 0.0
C 0.0 0.1 -0.2
C -1.4 -2.9 -0.8
C -1.6 1.8 0.8
C 0.0 1.8 0.0
C 0.6 -1.3 0.0
H 0.0 0.0 0.1
H 0.1 0.0 0.0
H 0.0 0.0 0.0
H 0.0 0.0 0.0
H -0.1 0.0 0.0
H 0.1 0.0 0.0
H -0.2 -0.1 -0.1
H 0.1 0.0 0.1

## Properties
Orbital gap (alpha / beta) (Ha): 0.2768 / 0.2857
Largest force on an atom (Eh/bohr): 0.0642
Electronic energy (Eh): -329.06060
Multiplicity: 1
Total charge: 0
Energy relative to the best compared isomer or geometry (same formula, charge and spin) (kcal per mole): 132.3

Charges in e, computed with natural (NBO), in the same order as the atoms: atom 1 (C): -0.1116, atom 2 (C): -0.2036, atom 3 (N): -0.4137, atom 4 (H): 0.1861, atom 5 (H): 0.1536, atom 6 (H): 0.2349, atom 7 (H): 0.1657, atom 8 (H): 0.2033, atom 9 (C): -0.6499, atom 10 (C): 0.0075, atom 11 (C): -0.4718, atom 12 (C): -0.3686, atom 13 (C): -0.3456, atom 14 (H): 0.2207, atom 15 (H): 0.2189, atom 16 (H): 0.2138, atom 17 (H): 0.2162, atom 18 (H): 0.1943, atom 19 (H): 0.1899, atom 20 (H): 0.1711, atom 21 (H): 0.1889